(1)
ORCA calculation (wB97M-V/def2-TZVPD) on C3H2N2O2 in the gas phase at a distorted geometry.

Properties
* highest occupied orbital energy: -0.4073 hartree
* LUMO: -0.2 eV
* molar mass: 98.1 g mol⁻¹

The geometry in XYZ format:
```
9
Properties=species:S:1:pos:R:3:forces:R:3
O 0.4723 1.7278 -0.8720 0.00 -0.53 0.71
C 0.9326 1.1507 0.0619 -0.76 0.88 0.52
C 1.0150 -0.9179 -0.7421 -0.47 -1.53 -0.86
N -0.1288 -1.2600 -0.7524 0.89 0.09 0.09
C -1.2195 -0.9062 0.0195 0.02 0.41 0.19
N -1.0820 -0.0175 0.9317 -0.16 0.05 -0.51
O 0.2236 0.4231 1.0748 0.45 0.36 -0.27
H 1.9653 1.1869 0.4299 -0.19 0.04 -0.02
H -2.1786 -1.3870 -0.1513 0.21 0.23 0.14
```
Forces are in eV/Å.

=====

(2)
ORCA calculation (wB97M-V/def2-TZVPD) on 12 unconnected molecules or ions with the total composition C20H44BBr16N3O8 at a distorted geometry.

Properties
* total charge: +2
* highest occupied orbital energy: -0.4695 hartree
* LUMO: -7.2 eV
* molar mass: 1743.9 g mol⁻¹

The geometry in XYZ format:
```
92
Properties=species:S:1:pos:R:3:forces:R:3
N -1.0361 -3.8375 1.7382 0.64 -0.70 0.35
H -0.7713 -4.3727 2.5528 -0.37 -1.18 0.23
H -1.8074 -4.1617 1.1723 -0.37 -0.56 -0.04
H -0.1886 -3.7395 1.1976 0.05 0.70 -0.26
H -1.3254 -2.9951 2.2143 -0.15 1.92 -0.11
N 0.4457 -3.7466 -4.4495 1.38 -0.77 0.50
H -0.2857 -4.3771 -4.7456 -0.72 0.25 -0.68
H 0.3724 -2.7495 -4.5933 -1.12 1.34 0.00
H 1.3300 -3.9601 -4.8882 0.22 -0.57 -0.64
H 0.6018 -3.9259 -3.4679 -0.21 0.22 0.54
N 4.2153 -3.6591 -2.7499 0.25 -2.45 0.51
H 5.1641 -3.9609 -2.5805 0.95 0.76 -0.04
H 3.9429 -4.0726 -3.6302 -0.21 0.23 -0.38
H 3.9721 -2.6911 -2.5949 0.18 1.98 -0.23
H 3.7361 -4.1275 -1.9942 -0.55 -0.46 0.29
O 0.5776 -0.9515 -3.8652 0.04 -0.19 2.71
C 0.7210 -0.7466 -2.6468 0.13 0.15 -2.72
O -0.1645 -0.3350 -1.7850 -0.93 -0.30 -2.12
B 0.3443 -0.3022 -0.4587 0.14 0.18 1.29
O 1.7806 -0.6046 -0.6607 1.47 -0.91 0.48
C 2.0559 -0.9174 -1.8790 2.02 -0.82 -1.29
O 3.1485 -1.3169 -2.3879 -3.73 1.10 1.51
O 0.2328 0.9293 0.2463 -0.58 0.45 -0.06
C -0.6784 0.7948 1.2051 -1.03 4.29 3.24
O -1.1249 1.7017 1.9210 1.37 -2.49 -2.61
C -0.9840 -0.6464 1.4130 -1.78 -1.59 2.66
O -0.4522 -1.2610 0.3879 0.69 -1.45 -0.64
O -1.5898 -1.1604 2.3859 1.96 1.07 -3.49
Br 3.2915 2.2809 -7.9455 0.12 -0.26 0.32
C 3.5078 2.4641 -6.0120 -0.59 -0.39 0.08
C 2.2504 1.9432 -5.3042 0.35 0.89 0.56
Br 2.5041 2.5813 -3.3986 -0.47 -0.67 -0.59
H 3.7598 3.5139 -5.8623 -0.39 -0.19 0.22
H 4.3181 1.8466 -5.6243 0.25 0.15 -0.53
H 2.2001 0.8544 -5.2957 0.11 0.16 0.12
H 1.2773 2.3471 -5.5838 0.34 0.16 -0.18
Br 6.0738 2.7158 -2.9296 0.14 -0.35 0.66
C 5.3220 1.1258 -2.0392 -0.41 -0.51 -0.73
C 6.4628 0.2430 -1.5241 -0.45 1.34 -0.68
Br 5.7580 -1.4798 -0.6545 1.10 1.46 -0.57
H 4.8414 0.6568 -2.8978 -0.06 -0.22 0.28
H 4.5187 1.4051 -1.3575 0.48 0.18 0.24
H 7.1147 0.8452 -0.8912 -0.31 -0.70 0.91
H 7.0753 0.1361 -2.4193 0.05 -1.32 0.15
Br -1.8835 -3.6219 4.9867 -1.00 0.54 0.14
C -3.5806 -2.5471 5.1452 -0.29 0.99 0.07
C -4.2577 -2.3016 3.8172 -0.19 0.41 -0.49
Br -5.9785 -1.3357 4.1373 0.67 -0.87 -0.01
H -3.3267 -1.5536 5.5149 0.60 -0.22 0.13
H -4.2489 -2.9550 5.9036 0.35 -0.70 -0.26
H -4.4014 -3.1944 3.2087 -0.50 -0.02 0.26
H -3.7412 -1.5595 3.2085 0.27 -0.22 0.27
Br 0.6925 0.5387 6.2668 0.12 -0.84 -0.95
C 0.7225 -0.4601 4.5473 0.46 -0.38 0.17
C 2.0345 -1.2074 4.4124 0.07 0.02 0.73
Br 1.8315 -2.5776 2.9691 0.31 0.46 -0.07
H 0.6380 0.2433 3.7188 -0.28 0.16 0.33
H -0.0598 -1.2175 4.4996 -0.36 0.55 0.39
H 2.2868 -1.8500 5.2559 -0.21 0.26 0.01
H 2.8653 -0.5270 4.2254 0.04 -0.38 -0.45
Br -1.8237 3.1057 -3.7439 0.56 0.04 0.61
C -0.7863 3.7464 -2.1760 -1.44 0.69 1.06
C -1.6358 3.6484 -0.8770 -0.78 -0.32 -0.68
Br -3.0890 5.0754 -0.7904 1.26 -1.20 -0.06
H -0.6666 4.8169 -2.3427 0.58 -0.26 -0.31
H 0.1416 3.1791 -2.1037 -0.22 0.18 -0.13
H -1.0835 3.6444 0.0627 0.24 0.67 -0.28
H -2.1654 2.6958 -0.8612 -0.29 0.13 -0.14
Br 0.3213 3.9348 5.2609 0.11 0.20 -0.47
C 0.2856 5.2452 3.8154 1.18 1.01 0.36
C -0.1299 4.6386 2.5191 -0.75 0.69 0.19
Br 0.0033 6.2512 1.2670 -0.28 -1.53 0.47
H 1.2522 5.7085 3.6172 0.51 -0.58 0.66
H -0.2581 6.1154 4.1833 -0.73 -0.48 -0.27
H -1.1367 4.2398 2.6428 -0.18 0.42 -0.78
H 0.5022 3.8046 2.2141 0.21 0.49 -0.27
Br -4.1077 -3.5851 -0.1757 -0.34 0.07 0.39
C -4.3149 -2.9706 -2.0134 0.73 -0.16 0.18
C -2.8711 -2.9504 -2.5710 -1.33 0.70 -0.02
Br -3.0952 -2.9306 -4.4956 0.56 -0.21 -0.38
H -4.7971 -1.9932 -2.0013 0.35 0.02 0.11
H -5.0121 -3.6485 -2.5059 0.45 -0.21 0.05
H -2.2693 -3.7905 -2.2244 -0.26 -0.07 -0.30
H -2.3913 -2.0037 -2.3227 0.04 -0.15 0.11
Br -5.7239 3.5005 2.2551 -0.07 0.72 -0.23
C -4.6930 1.9924 2.8316 0.61 -0.22 0.41
C -3.5481 2.4665 3.7720 -0.64 -0.68 -0.05
Br -2.4780 0.9763 4.5647 -0.76 0.48 -0.13
H -4.3100 1.5196 1.9272 0.15 0.03 0.15
H -5.4782 1.3590 3.2445 0.71 -0.13 0.45
H -3.9215 2.9750 4.6609 -0.03 0.07 -0.33
H -2.8210 3.0727 3.2318 -0.22 -0.12 0.12
```
Forces are in eV/Å.

=====

(3)
ORCA calculation (wB97M-V/def2-TZVPD) on 2 unconnected molecules or ions with the total composition C15H36BClN3O5P3 at a distorted geometry.

Properties
* multiplicity: 2
* total charge: +1
* highest occupied orbital energy (alpha / beta): -0.3854 / -0.4102 hartree
* LUMO (alpha / beta): -4.4 / -4.4 eV
* molar mass: 477.7 g mol⁻¹

The geometry in XYZ format:
```
64
Properties=species:S:1:pos:R:3:forces:R:3
C 2.5802 -7.3982 -0.2204 0.18 0.04 -0.23
C 1.8653 -6.6228 -1.4247 -0.35 -0.46 0.40
B 1.2019 -5.2011 -1.0343 -2.17 -1.46 -1.93
O -0.0261 -4.8254 -1.6979 3.43 0.04 0.71
P 1.9658 -3.9320 0.2385 -3.26 2.25 -0.28
C 0.7737 -2.4424 0.2230 -0.23 0.35 -0.50
C 1.4198 -1.0788 0.7171 1.27 3.28 -2.24
O 1.7274 -0.2475 -0.1742 -1.22 -3.05 2.20
N 1.6434 -0.6876 2.1132 -0.11 0.22 -0.89
C 1.0636 0.6851 2.3681 -1.13 0.70 0.47
C 3.1037 -0.6151 2.4371 0.54 -1.17 0.41
P 3.9951 -3.4841 -0.4641 3.57 0.79 -0.64
N 4.0344 -4.0529 -2.1432 -1.64 1.58 0.93
O 4.2967 -1.8092 -0.5555 -0.92 -1.97 -0.98
P 1.9966 -4.9568 2.2044 0.36 -2.31 1.80
O 0.4580 -5.6916 2.2775 1.34 1.40 -0.42
Cl 2.1705 -3.5719 3.7666 -0.82 -0.66 -1.46
H 1.9019 -7.4904 0.6977 0.92 0.10 -1.37
H 3.5413 -6.8764 0.0970 -1.18 -0.68 -0.35
H 2.8384 -8.4482 -0.5696 -0.26 1.34 0.56
H 1.0003 -7.2934 -1.7803 1.19 1.05 0.34
H 2.5760 -6.4948 -2.3021 -0.70 -0.19 1.06
H 0.1206 -5.1220 -2.6244 -0.78 -0.16 0.65
H 0.4929 -2.2941 -0.8813 0.49 -0.09 1.65
H -0.1784 -2.7479 0.7613 1.28 0.39 -0.33
H 0.4707 0.6681 3.3443 0.89 -0.08 -1.25
H 1.8605 1.4873 2.4687 -0.83 -1.07 -0.28
H 0.3382 1.0195 1.5574 0.97 -0.59 0.96
H 3.6264 0.3123 2.0439 -0.73 -1.07 0.28
H 3.1830 -0.6592 3.5745 0.05 0.17 -1.53
H 3.6329 -1.5443 2.0186 -0.64 1.34 0.65
H 4.8909 -3.7309 -2.6139 -0.16 -0.39 0.48
H 3.2528 -3.5866 -2.6414 0.60 -0.54 -0.08
H 4.2713 -1.5523 -1.5099 -0.23 0.18 1.01
H 0.5366 -6.6708 2.2875 0.23 0.79 0.14
C -4.4249 4.9620 -0.2890 -0.05 0.12 -0.37
C -3.4179 4.0902 0.5106 -1.68 1.25 0.42
C -2.2895 4.9765 1.0852 0.44 -0.24 -0.16
C -1.2823 5.4390 0.0373 -0.06 0.09 0.02
C -0.7393 4.2560 -0.7543 -0.08 0.10 0.38
C -1.8515 3.3820 -1.3650 0.27 0.31 -2.08
N -2.8990 2.9991 -0.3698 2.80 -1.41 2.85
O -2.3744 2.0381 0.4231 -1.25 1.04 -1.43
C -2.4987 4.1345 -2.5508 -0.18 0.26 0.03
C -1.2023 2.1426 -2.0242 -0.10 -0.30 0.47
C -4.2453 3.5513 1.7048 0.45 -0.66 -0.09
H -5.3078 5.2142 0.3015 0.21 -0.05 0.16
H -3.9939 5.9103 -0.6166 0.01 -0.10 -0.08
H -4.8078 4.4378 -1.1678 0.13 0.01 0.07
H -1.7443 4.4227 1.8600 -0.15 -0.13 -0.09
H -2.7182 5.8506 1.5837 -0.22 -0.16 -0.07
H -1.7381 6.1747 -0.6327 0.00 -0.06 -0.01
H -0.4550 5.9565 0.5336 -0.08 -0.02 -0.05
H -0.0812 4.6282 -1.5477 -0.17 -0.22 -0.06
H -0.1113 3.6519 -0.0900 -0.13 -0.14 -0.03
H -3.3501 3.5779 -2.9528 0.06 0.02 0.11
H -1.7816 4.2601 -3.3665 0.07 -0.14 0.19
H -2.8358 5.1379 -2.2981 -0.07 -0.07 0.06
H -0.5983 1.5615 -1.3255 -0.17 0.04 0.09
H -0.5302 2.4430 -2.8355 -0.22 0.23 0.16
H -1.9609 1.4833 -2.4569 0.01 0.07 0.11
H -5.0595 2.9065 1.3598 0.11 0.05 0.00
H -4.6890 4.3781 2.2658 0.12 0.09 -0.31
H -3.6383 2.9896 2.4186 0.01 -0.07 -0.24
```
Forces are in eV/Å.